Record 1
5 unconnected molecules or ions with the total composition C20H40FNO15S at a distorted geometry. Source: the Open Molecules 2025 dataset; level of theory: wB97M-V/def2-TZVPD.

Last column: Mulliken charge in e.
Element x y z (Å)
C1 -1.00 -3.97 2.04  -1.21
C2 -1.03 -2.43 1.89  0.35
F1 -1.91 -1.99 2.87  -0.35
C3 -1.61 -1.94 0.55  -0.74
N1 -0.62 -1.69 -0.52  0.38
O1 0.37 -0.81 -0.11  -0.38
S1 0.05 -3.21 -1.21  -0.13
C4 -1.38 -1.03 -1.73  0.68
O2 -0.63 -0.74 -2.67  -0.65
O3 -2.58 -0.89 -1.67  -0.59
H1 -2.00 -4.30 2.34  0.34
H2 -0.28 -4.20 2.83  0.35
H3 -0.68 -4.48 1.13  0.32
H4 -0.05 -1.99 2.12  0.25
H5 -2.43 -2.57 0.20  0.48
H6 -2.07 -0.96 0.76  0.31
H7 1.04 -0.75 -0.80  0.35
H8 1.40 -3.16 -1.13  0.19
C5 -0.16 3.47 4.96  -1.20
C6 -1.28 4.15 4.21  0.09
O4 -1.06 4.10 2.79  -0.43
C7 -1.33 2.94 2.20  0.75
O5 -1.75 1.95 2.75  -0.58
O6 -1.03 3.05 0.91  -0.37
C8 -1.20 1.83 0.18  -0.58
H9 0.80 3.89 4.67  0.32
H10 -0.30 3.59 6.04  0.35
H11 -0.13 2.40 4.74  0.33
H12 -1.32 5.21 4.48  0.14
H13 -2.26 3.72 4.45  0.30
H14 -2.19 1.41 0.32  0.32
H15 -0.44 1.11 0.47  0.30
H16 -1.07 2.06 -0.88  0.27
C9 -0.73 -1.07 -5.82  -0.99
C10 0.09 0.15 -6.15  -0.22
O7 1.50 -0.17 -6.21  -0.36
C11 1.90 -0.76 -7.33  0.82
O8 1.21 -1.04 -8.28  -0.57
O9 3.21 -1.02 -7.21  -0.34
C12 3.75 -1.75 -8.31  -0.62
H17 -0.35 -1.55 -4.91  0.10
H18 -1.77 -0.81 -5.68  0.41
H19 -0.66 -1.81 -6.62  0.40
H20 -0.02 0.89 -5.35  0.30
H21 -0.23 0.63 -7.07  0.33
H22 3.53 -1.26 -9.26  0.30
H23 3.37 -2.77 -8.31  0.24
H24 4.83 -1.78 -8.18  0.24
C13 -0.74 7.48 10.33  -1.12
C14 -0.22 8.17 9.09  -0.18
O10 -0.67 7.52 7.89  -0.35
C15 -1.92 7.77 7.54  0.70
O11 -2.69 8.49 8.11  -0.56
O12 -2.19 7.06 6.44  -0.22
C16 -3.55 7.16 5.99  -0.71
H25 -0.49 6.42 10.31  0.29
H26 -0.32 7.93 11.23  0.37
H27 -1.83 7.54 10.39  0.31
H28 0.87 8.13 9.07  0.30
H29 -0.50 9.23 9.07  0.32
H30 -3.84 8.20 5.87  0.33
H31 -4.21 6.65 6.69  0.33
H32 -3.61 6.67 5.03  0.20
C17 2.97 -9.22 -4.46  -1.10
C18 2.29 -8.39 -3.39  -0.17
O13 2.73 -7.02 -3.43  -0.37
C19 2.19 -6.28 -4.39  0.68
O14 1.38 -6.64 -5.20  -0.53
O15 2.73 -5.05 -4.32  -0.35
C20 2.30 -4.17 -5.36  -0.58
H33 4.06 -9.12 -4.38  0.29
H34 2.70 -10.27 -4.36  0.36
H35 2.69 -8.89 -5.45  0.31
H36 2.57 -8.77 -2.40  0.29
H37 1.21 -8.44 -3.47  0.31
H38 1.21 -4.13 -5.42  0.32
H39 2.72 -4.50 -6.32  0.26
H40 2.67 -3.18 -5.14  0.25

## Properties
- E_HOMO (eV) = -9.892
- SMILES = C[C@H](F)C[N@@+](O)(S)C(=O)[O-].CCOC(=O)OC.CCOC(=O)OC.CCOC(=O)OC.CCOC(=O)OC
- E_tot (a.u.) = -2467.415214
- gap between HOMO and LUMO (eV) = 9.42
- F_max (eV/A) = 4.75
- 2S+1 = 1
- LUMO energy (eV) = -0.5
- molar mass (g mol⁻¹) = 585.597

Record 2
6 unconnected molecules or ions with the total composition C6H24BrNO7 at a distorted geometry. Source: the Open Molecules 2025 dataset; level of theory: wB97M-V/def2-TZVPD.

Last column: Mulliken charge in e.
Element x y z (Å)
N1 -12.68 -20.17 -15.05  -0.24
H1 -12.45 -20.87 -14.35  0.26
H2 -13.42 -19.51 -14.79  0.39
H3 -13.06 -20.63 -15.89  0.39
H4 -11.83 -19.73 -15.45  0.07
Br1 -9.54 -18.89 -15.17  -0.82
O1 -6.63 -19.81 -17.29  -0.60
H5 -7.34 -19.69 -16.65  0.31
H6 -6.92 -20.55 -17.83  0.28
C1 -11.09 -22.80 -13.28  -0.35
C2 -9.63 -23.09 -12.96  -0.52
O2 -8.81 -21.97 -13.21  -0.45
O3 -11.31 -22.54 -14.66  -0.50
H7 -11.56 -22.00 -12.70  0.28
H8 -11.67 -23.69 -12.97  0.27
H9 -9.30 -23.97 -13.51  0.31
H10 -9.59 -23.23 -11.88  0.33
H11 -8.98 -21.58 -14.08  0.28
H12 -10.81 -23.20 -15.16  0.30
C3 -8.80 -13.80 -16.94  -0.66
C4 -9.15 -15.25 -16.61  0.24
O4 -8.06 -15.87 -16.01  -0.51
O5 -7.71 -13.80 -17.90  -0.51
H13 -8.45 -13.23 -16.07  0.33
H14 -9.66 -13.27 -17.35  0.28
H15 -9.34 -15.75 -17.57  -0.01
H16 -10.05 -15.29 -15.97  0.31
H17 -8.28 -16.52 -15.34  0.22
H18 -6.96 -13.55 -17.36  0.30
C5 -10.80 -18.64 -19.57  -0.29
C6 -10.11 -18.81 -20.93  -0.42
O6 -10.24 -17.68 -21.75  -0.50
O7 -9.92 -18.01 -18.65  -0.30
H19 -11.05 -19.61 -19.12  0.24
H20 -11.75 -18.10 -19.69  0.27
H21 -10.52 -19.66 -21.48  0.28
H22 -9.05 -18.98 -20.75  0.27
H23 -11.11 -17.28 -21.67  0.29
H24 -10.11 -18.35 -17.76  0.17

## Properties
- E_HOMO (eV) = -8.706
- E_tot (a.u.) = -3398.376890
- gap between HOMO and LUMO (eV) = 7.78
- F_max (eV/A) = 1.91
- 2S+1 = 1
- LUMO energy (eV) = -0.9
- molar mass (g mol⁻¹) = 302.162

Record 3
2 unconnected molecules or ions with the total composition C3H3NO2 at a distorted geometry. Source: the Open Molecules 2025 dataset; level of theory: wB97M-V/def2-TZVPD.

Last column: Mulliken charge in e.
Element x y z (Å)
C1 0.71 1.19 -0.01  -0.17
C2 -0.07 0.18 0.09  -0.14
C3 0.74 0.36 1.31  -0.38
N1 -1.32 -1.25 -1.36  0.68
O1 -1.75 -0.65 -2.27  -0.39
O2 -1.34 -2.36 -0.97  -0.39
H1 1.14 2.04 -0.48  0.37
H2 1.60 -0.28 1.49  0.20
H3 0.28 0.76 2.20  0.21

## Properties
- E_HOMO (alpha / beta) (eV) = -9.685 / -9.368
- E_tot (a.u.) = -321.051003
- gap between HOMO and LUMO (alpha / beta) (eV) = 8.55 / 8.38
- F_max (eV/A) = 2.16
- ΔE to the lowest compared entry with this formula, charge and spin (kcal per mole) = 204.97
- 2S+1 = 1
- LUMO energy (alpha / beta) (eV) = -1.1 / -1.0
- molar mass (g mol⁻¹) = 85.062

Record 4
A gas-phase ion, C3H9N2 (charge +1) at a distorted geometry. Source: the Open Molecules 2025 dataset; level of theory: wB97M-V/def2-TZVPD.

Last column: Mulliken charge in e.
Element x y z (Å)
C1 2.16 -0.12 -0.58  -0.62
C2 1.29 0.53 0.24  -0.11
N1 0.07 0.07 0.97  -0.30
C3 -1.21 -0.65 0.00  -0.27
N2 -2.11 0.17 -0.64  -0.38
H1 2.91 0.52 -0.99  0.25
H2 2.25 -1.18 -0.70  0.31
H3 1.39 1.67 0.27  0.21
H4 -0.31 0.88 1.43  0.34
H5 0.50 -0.65 1.70  0.42
H6 -1.59 -1.33 0.74  0.35
H7 -0.49 -1.09 -0.63  0.31
H8 -2.92 0.72 -0.21  0.26
H9 -1.93 0.45 -1.59  0.24

## Properties
- E_HOMO (eV) = -14.447
- SMILES = C=C[NH2+]CN
- E_tot (a.u.) = -228.903212
- gap between HOMO and LUMO (eV) = 11.11
- charge = +1
- F_max (eV/A) = 3.34
- ΔE to the lowest compared entry with this formula, charge and spin (kcal per mole) = 52.46
- 2S+1 = 1
- LUMO energy (eV) = -3.3
- molar mass (g mol⁻¹) = 73.119

Record 5
A single C5H8O molecule. Source: the Open Molecules 2025 dataset; level of theory: wB97M-V/def2-TZVPD.

Last column: Mulliken charge in e.
Element x y z (Å)
C1 -0.52 1.14 -0.63  -1.49
C2 -0.09 -0.07 0.20  1.17
C3 0.11 -1.30 -0.68  -1.44
O1 -1.12 -0.39 1.12  -0.58
C4 2.15 0.61 0.35  -0.64
C5 1.19 0.21 1.11  -0.08
H1 -0.55 2.04 -0.01  0.40
H2 0.16 1.34 -1.47  0.39
H3 -1.52 0.95 -1.03  0.40
H4 0.50 -2.13 -0.10  0.35
H5 0.81 -1.09 -1.50  0.37
H6 -0.86 -1.60 -1.11  0.39
H7 -1.36 0.44 1.55  0.36
H8 1.10 -0.01 2.18  0.41

## Properties
- E_HOMO (eV) = -10.230
- E_tot (a.u.) = -270.406515
- gap between HOMO and LUMO (eV) = 10.02
- F_max (eV/A) = 0.82
- ΔE to the lowest compared entry with this formula, charge and spin (kcal per mole) = 94.99
- 2S+1 = 1
- LUMO energy (eV) = -0.2
- molar mass (g mol⁻¹) = 84.118

Record 6
A gas-phase ion, C5H11N2S (charge +1) at a distorted geometry. Source: the Open Molecules 2025 dataset; level of theory: wB97M-V/def2-TZVPD.

Last column: Mulliken charge in e.
Element x y z (Å)
C1 1.81 0.51 0.48  -1.06
N1 0.76 -0.31 -0.08  0.06
C2 1.01 -1.69 0.39  -0.95
C3 -0.63 0.24 0.37  -0.30
C4 -2.03 -0.49 -0.49  -0.42
S1 -2.72 0.85 -1.41  -0.07
C5 -1.64 2.03 -0.74  -0.06
N2 -0.68 1.62 -0.05  -0.49
H1 2.01 0.58 1.50  0.46
H2 2.80 0.31 -0.04  0.40
H3 1.69 1.63 0.12  0.36
H4 0.80 -0.18 -1.09  0.40
H5 0.95 -1.70 1.41  0.45
H6 0.53 -2.50 -0.13  0.32
H7 2.04 -2.06 0.29  0.37
H8 -0.71 0.16 1.44  0.48
H9 -1.77 -1.45 -1.15  0.35
H10 -2.62 -0.65 0.41  0.35
H11 -1.60 3.09 -1.22  0.35

## Properties
- E_HOMO (eV) = -13.077
- SMILES = C[NH+](C)[C@@H]1CSC=N1
- E_tot (a.u.) = -704.483445
- gap between HOMO and LUMO (eV) = 10.01
- charge = +1
- F_max (eV/A) = 6.43
- ΔE to the lowest compared entry with this formula, charge and spin (kcal per mole) = 67.22
- 2S+1 = 1
- LUMO energy (eV) = -3.1
- molar mass (g mol⁻¹) = 131.224

Record 7
A molecular structure, C7H12B11Br6ClO4Ti. Source: the Open Molecules 2025 dataset; level of theory: wB97M-V/def2-TZVPD.

Last column: Mulliken spin population.
Element x y z (Å)
Ti1 -0.35 0.13 0.15  1.03
C1 0.54 2.14 -1.10  0.01
C2 -0.25 1.41 -2.00  -0.01
C3 -1.62 1.21 -1.75  0.01
C4 -2.19 1.72 -0.58  0.00
C5 -1.39 2.43 0.33  0.00
C6 -0.04 2.65 0.06  -0.01
H1 1.59 2.28 -1.30  0.00
H2 0.19 0.97 -2.89  0.00
H3 -2.21 0.63 -2.44  0.00
H4 -3.23 1.52 -0.36  0.00
H5 -1.83 2.78 1.25  0.00
H6 0.57 3.18 0.78  0.00
Br1 -0.35 -1.87 -1.22  -0.01
B1 2.24 -3.15 -1.32  -0.04
B2 2.93 -3.90 -2.94  0.00
C7 3.55 -4.42 -1.57  0.01
B3 2.08 -4.92 -1.00  0.07
B4 3.59 -5.13 -0.07  0.00
B5 4.99 -4.14 -0.58  0.02
B6 4.54 -3.17 -2.60  -0.05
B7 3.05 -2.19 -2.51  0.01
Br2 2.85 -0.46 -3.21  0.01
B8 5.19 -2.49 -1.14  0.09
Br3 6.19 -1.02 -0.68  0.06
B9 4.02 -3.49 0.77  0.12
Br4 4.73 -3.22 2.49  0.05
B10 2.13 -3.94 0.42  0.09
Br5 0.88 -4.01 1.82  0.06
B11 2.85 -2.35 0.09  0.39
Br6 2.48 -0.58 0.67  0.01
H7 2.40 -4.42 -3.84  0.00
H8 3.51 -3.34 -1.06  0.07
H9 1.34 -5.72 -1.43  0.01
H10 3.79 -6.25 0.22  0.00
H11 5.96 -4.80 -0.69  0.00
H12 5.30 -3.63 -3.38  0.00
O1 -0.65 -1.43 3.28  0.00
Cl1 -1.12 -0.23 2.73  0.00
O2 -1.84 -0.48 1.41  -0.01
O3 -1.90 0.55 3.58  0.00
O4 0.04 0.57 2.17  -0.01

## Properties
- E_HOMO (alpha / beta) (eV) = -15.004 / -15.657
- E_tot (a.u.) = -17601.231438
- gap between HOMO and LUMO (alpha / beta) (eV) = 7.41 / 5.77
- charge = +2
- F_max (eV/A) = 0.89
- ΔE to the lowest compared entry with this formula, charge and spin (kcal per mole) = 74.22
- 2S+1 = 3
- LUMO energy (alpha / beta) (eV) = -7.6 / -9.9
- molar mass (g mol⁻¹) = 841.845

Record 8
A molecular structure, C2H7N2 at a distorted geometry. Source: the Open Molecules 2025 dataset; level of theory: wB97M-V/def2-TZVPD.

Last column: Mulliken charge in e.
Element x y z (Å)
C1 -0.14 0.99 -0.14  -0.49
C2 -0.21 -1.05 0.02  -0.29
N1 -1.18 0.02 -0.18  -0.24
N2 0.93 -0.03 -0.26  -0.17
H1 0.00 2.00 -0.71  0.33
H2 -0.14 1.69 1.58  0.22
H3 -0.09 -1.49 1.04  0.33
H4 -0.31 -1.75 -0.85  0.30
H5 -1.86 0.08 0.48  0.27
H6 1.24 -0.31 -1.28  0.39
H7 1.75 -0.15 0.31  0.34

## Properties
- E_HOMO (eV) = -14.074
- E_tot (a.u.) = -189.481663
- gap between HOMO and LUMO (eV) = 9.59
- charge = +1
- F_max (eV/A) = 5.37
- ΔE to the lowest compared entry with this formula, charge and spin (kcal per mole) = 124.69
- 2S+1 = 1
- LUMO energy (eV) = -4.5
- molar mass (g mol⁻¹) = 59.092